Below is C33H38Br3IrN8O4 as an isolated structure in a non-equilibrium geometry, with properties calculated with the ωB97M-V functional and the def2-TZVPD basis.

Last column: Löwdin charge in e.
Element x y z (Å)
Ir -0.01 -0.10 -0.05  1.3657
C 0.80 -0.32 -3.53  -0.0160
C -0.08 0.86 -3.29  -0.3063
C -0.54 1.64 -4.37  0.0125
C -1.32 2.74 -4.14  0.0134
C -1.65 3.09 -2.82  -0.1789
C -2.43 4.23 -2.46  -0.6111
Br -3.15 5.35 -3.81  0.8194
C -2.67 4.54 -1.14  -0.1496
C -2.18 3.73 -0.13  -0.5949
Br -2.50 4.11 1.69  0.8153
C -1.43 2.55 -0.39  -0.4528
O -1.02 1.81 0.54  -0.2752
C -1.16 2.25 -1.79  -0.1442
N -0.41 1.16 -2.04  0.0730
H 1.08 -0.38 -4.58  0.0945
H 0.29 -1.24 -3.25  0.0592
H 1.70 -0.23 -2.92  0.0757
H -0.26 1.36 -5.37  0.1234
H -1.67 3.34 -4.97  0.0924
H -3.24 5.42 -0.89  0.1080
O 7.40 -2.11 -3.07  -0.0026
C 7.00 -3.08 -2.16  -0.2396
N 5.56 -3.29 -2.16  0.1105
C 4.74 -2.53 -1.43  -0.4441
O 5.12 -1.61 -0.72  0.0686
C 3.27 -2.88 -1.48  -0.0687
C 2.70 -4.03 -2.00  0.0384
C 1.32 -4.18 -1.89  -0.0039
C 0.58 -3.18 -1.29  -0.1245
N 1.11 -2.06 -0.80  -0.0300
C 2.43 -1.94 -0.90  -0.1123
H 7.29 -1.23 -2.68  0.0981
H 7.29 -2.83 -1.14  0.1371
H 7.47 -4.02 -2.47  0.1388
H 5.19 -3.91 -2.87  0.1373
H 3.28 -4.81 -2.46  0.1268
H 0.83 -5.06 -2.26  0.1253
H -0.49 -3.30 -1.19  0.0993
H 2.89 -1.05 -0.49  0.0834
Br -3.22 0.32 1.93  0.9161
C -3.24 -0.95 0.52  -0.6825
C -4.26 -1.90 0.50  -0.0663
C -4.31 -2.78 -0.57  -0.0065
C -3.38 -2.64 -1.58  -0.0245
C -2.40 -1.66 -1.46  -0.1493
N -2.29 -0.86 -0.40  -0.0311
H -4.99 -1.93 1.29  0.1176
H -5.08 -3.53 -0.61  0.1296
H -3.40 -3.27 -2.46  0.1226
H -1.69 -1.49 -2.25  0.0944
C 1.85 -1.74 2.35  -0.1381
C 2.00 -2.27 3.81  -0.1207
N 0.80 -1.94 4.53  -0.1784
C -0.34 -2.59 3.95  -0.1195
C -0.50 -2.07 2.49  -0.1581
N 0.55 -1.10 2.20  -0.2063
C 0.44 0.02 3.14  -0.1465
C 0.62 -0.52 4.60  -0.1181
H 1.93 -2.56 1.64  0.1081
H 2.63 -1.01 2.12  0.1095
H 2.86 -1.81 4.31  0.1289
H 2.14 -3.35 3.82  0.1298
H -1.22 -2.37 4.55  0.1318
H -0.17 -3.67 3.95  0.1285
H -1.47 -1.59 2.39  0.0408
H -0.43 -2.90 1.77  0.1175
H -0.53 0.50 3.02  0.0783
H 1.22 0.75 2.90  0.1102
H -0.26 -0.29 5.20  0.1313
H 1.49 -0.07 5.07  0.1283
N 1.96 0.96 0.15  0.1236
C 2.90 1.63 0.19  -0.1939
N 4.00 2.28 0.23  -0.0710
C 4.91 2.14 1.36  -0.0808
C 4.76 3.38 2.26  -0.1720
O 5.01 4.55 1.53  -0.1052
C 4.12 4.70 0.45  -0.1696
C 4.23 3.51 -0.52  -0.0798
H 5.92 2.10 0.97  0.1439
H 4.69 1.22 1.91  0.1333
H 5.49 3.36 3.07  0.1405
H 3.74 3.40 2.69  0.1342
H 4.41 5.62 -0.06  0.1407
H 3.08 4.80 0.81  0.1361
H 5.24 3.46 -0.92  0.1426
H 3.51 3.60 -1.34  0.1388

F_max (eV/Å): 5.00
Total charge: +2
DFT total energy (Ha): -9845.15687

---

Below is a 6-piece molecular cluster, C33H38BrF16N6O4P overall in a non-equilibrium geometry, with properties calculated with the ωB97M-V functional and the def2-TZVPD basis.

Last column: Löwdin charge in e.
Element x y z (Å)
C 0.08 5.15 -1.56  -0.0439
C -0.24 4.62 -0.16  -0.4602
O 0.82 3.80 0.30  -0.0826
C -1.65 4.00 -0.01  -0.2699
P -1.79 2.17 -0.10  0.7205
Br -1.17 2.12 2.19  0.4592
C -0.49 0.90 -0.44  -0.2622
C 0.65 1.31 -1.40  -0.0931
C 0.81 0.36 -2.58  -0.4726
F -0.42 0.20 -3.13  0.1163
F 1.53 0.92 -3.53  0.1608
C 1.30 -1.08 -2.26  -0.3634
F 0.23 -1.81 -1.92  0.1522
F 1.80 -1.63 -3.37  0.1758
C 2.36 -1.26 -1.14  -0.3712
F 2.63 -2.58 -1.08  0.1577
F 1.90 -0.97 0.05  0.1931
C 3.73 -0.60 -1.39  -0.3619
F 3.66 0.66 -1.82  0.1775
F 4.34 -1.28 -2.34  0.1875
C 4.69 -0.61 -0.13  -0.3694
F 5.92 -0.76 -0.61  0.1811
F 4.47 -1.62 0.68  0.1950
C 4.70 0.73 0.66  -0.6207
F 3.51 1.23 0.83  0.2077
F 5.20 0.48 1.85  0.1860
F 5.49 1.59 0.10  0.2293
C -3.45 1.47 0.44  -0.2543
O -3.28 0.35 1.33  -0.0769
C -4.06 -0.70 1.01  -0.8010
F -3.63 -1.26 -0.11  0.1915
F -5.34 -0.38 0.88  0.1723
F -3.98 -1.58 1.95  0.2234
O -2.46 2.13 -1.73  -0.2993
N -1.79 2.90 -2.67  -0.0927
O -2.51 3.61 -3.26  0.0853
H 0.26 4.35 -2.28  0.0592
H -0.75 5.78 -1.86  0.0852
H 0.94 5.81 -1.49  0.0851
H -0.24 5.52 0.46  0.1409
H 1.13 4.10 1.16  0.0978
H -2.01 4.27 0.98  0.0463
H -2.32 4.54 -0.68  0.0929
H -0.05 0.61 0.50  0.0216
H -1.00 0.01 -0.79  0.0981
H 1.57 1.31 -0.82  0.1007
H 0.58 2.31 -1.81  0.0948
H -4.03 1.22 -0.44  0.1082
H -3.98 2.24 1.00  0.0934
C 1.17 -6.75 -4.18  -0.1165
C 0.24 -5.74 -3.82  -0.0929
C 0.90 -4.85 -3.01  -0.1327
N 2.18 -5.29 -2.87  0.0113
C 2.36 -6.45 -3.57  -0.1427
H 0.98 -7.61 -4.80  0.0753
H -0.80 -5.67 -4.11  0.0927
H 0.59 -3.95 -2.51  0.0856
H 2.88 -4.83 -2.32  0.1355
H 3.31 -6.95 -3.59  0.1066
C 3.39 -8.83 -9.13  -0.1166
C 2.30 -9.57 -8.60  -0.1153
C 1.98 -9.02 -7.39  -0.1472
N 2.84 -7.98 -7.16  0.0081
C 3.70 -7.86 -8.22  -0.1433
H 3.89 -9.00 -10.07  0.0877
H 1.81 -10.42 -9.06  0.0880
H 1.22 -9.28 -6.67  0.0981
H 2.84 -7.39 -6.35  0.1157
H 4.45 -7.09 -8.24  0.1037
C -8.42 3.41 1.80  -0.1048
C -7.77 3.70 3.03  -0.1145
C -6.64 2.91 3.09  -0.1429
N -6.60 2.16 1.95  0.0093
C -7.67 2.46 1.16  -0.1305
H -9.33 3.84 1.44  0.0923
H -8.09 4.40 3.78  0.0828
H -5.88 2.83 3.84  0.1027
H -5.88 1.49 1.73  0.0959
H -7.81 1.97 0.21  0.1099
C 7.37 -0.95 4.80  -0.1086
C 7.42 0.28 4.10  -0.1124
C 7.99 1.21 4.94  -0.1395
N 8.27 0.58 6.12  -0.0018
C 7.90 -0.73 6.05  -0.1433
H 6.98 -1.89 4.44  0.0894
H 7.09 0.47 3.09  0.0694
H 8.21 2.25 4.79  0.1043
H 8.69 1.02 6.92  0.1425
H 8.05 -1.40 6.88  0.1044
C -6.73 4.64 8.05  -0.1113
C -5.54 5.38 8.22  -0.1143
C -4.98 5.55 6.98  -0.1438
N -5.79 4.93 6.07  0.0044
C -6.87 4.38 6.71  -0.1462
H -7.42 4.33 8.82  0.0896
H -5.13 5.76 9.15  0.0889
H -4.08 6.06 6.67  0.1032
H -5.63 4.89 5.08  0.1245
H -7.62 3.84 6.17  0.0976

F_max (eV/Å): 1.91
Total charge: 0
SMILES string: C[C@H](O)CP(Br)(CCC(F)(F)C(F)(F)C(F)(F)C(F)(F)C(F)(F)C(F)(F)F)(COC(F)(F)F)ON=O.c1cc[nH]c1.c1cc[nH]c1.c1cc[nH]c1.c1cc[nH]c1.c1cc[nH]c1
DFT total energy (Ha): -6422.88946

---

Below is C33H38FeN9OS3 as an isolated structure in a non-equilibrium geometry, with properties calculated with the ωB97M-V functional and the def2-TZVPD basis.

Last column: Löwdin charge in e.
Element x y z (Å)
Fe 0.28 -0.10 0.48  0.5769
N -1.40 -2.07 4.23  0.0256
C -1.12 -1.37 3.06  -0.9437
S 0.13 -0.18 3.17  0.5466
N -1.85 -1.72 2.04  -0.0591
N -1.67 -0.91 0.89  -0.0636
C -2.77 -0.81 0.23  -0.1094
C -3.00 -0.09 -1.00  -0.1865
C -4.29 -0.20 -1.54  -0.0842
C -4.66 0.43 -2.71  -0.1369
C -3.69 1.21 -3.36  -0.1192
C -2.42 1.35 -2.86  -0.0227
C -2.01 0.70 -1.65  -0.4111
O -0.83 0.87 -1.21  -0.1196
H -0.62 -2.12 4.86  0.0494
H -1.92 -2.92 4.10  0.0672
H -3.63 -1.35 0.64  0.1141
H -5.02 -0.82 -1.02  0.0988
H -5.66 0.33 -3.11  0.0786
H -3.95 1.71 -4.29  0.0901
H -1.68 1.94 -3.38  0.1063
N 0.64 4.00 2.01  0.1796
C -0.72 4.25 1.85  -0.1808
C -1.50 5.37 2.12  -0.0353
C -2.84 5.28 1.79  -0.1065
C -3.38 4.11 1.21  -0.0856
C -2.60 3.01 0.95  0.0228
C -1.25 3.08 1.29  -0.1824
N -0.24 2.15 1.14  0.1291
C 0.84 2.72 1.57  -0.2923
C 2.15 2.07 1.52  -0.3158
C 3.34 2.54 1.96  -0.3472
S 4.59 1.46 1.54  1.0506
C 3.44 0.43 0.81  -0.4573
N 2.22 0.86 0.86  -0.0334
H 1.32 4.60 2.43  0.1518
H -1.09 6.27 2.56  0.1005
H -3.49 6.12 1.97  0.0926
H -4.43 4.09 0.95  0.0977
H -3.00 2.12 0.49  0.1064
H 3.55 3.45 2.51  0.0703
H 3.72 -0.47 0.29  0.0742
C 5.70 -0.01 -3.93  -0.0745
C 4.49 0.47 -3.17  -0.3076
C 4.36 1.81 -2.83  -0.0693
C 3.19 2.24 -2.20  -0.2998
C 3.01 3.69 -1.83  -0.0618
C 2.21 1.33 -1.88  -0.0380
C 2.32 -0.08 -2.11  -0.3353
C 3.49 -0.44 -2.83  -0.0233
N 1.36 -0.90 -1.62  -0.0092
C 1.00 -2.10 -2.39  -0.6290
C 0.81 -1.73 -3.87  -0.0517
C -0.38 -2.55 -1.89  -0.0646
C 1.93 -3.32 -2.30  -0.0664
H 6.55 0.65 -3.76  0.0630
H 5.51 -0.03 -5.01  0.0722
H 5.98 -1.02 -3.63  0.0664
H 5.15 2.52 -3.09  0.0945
H 3.41 4.35 -2.61  0.0670
H 3.53 3.93 -0.90  0.0609
H 1.95 3.92 -1.69  0.0722
H 1.28 1.69 -1.44  0.0808
H 3.66 -1.47 -3.10  0.0779
H 0.15 -0.87 -3.95  0.0853
H 0.36 -2.57 -4.41  0.0744
H 1.76 -1.48 -4.36  0.0648
H -1.12 -1.78 -2.07  0.0676
H -0.35 -2.75 -0.82  0.0292
H -0.69 -3.46 -2.40  0.0791
H 2.93 -3.14 -2.71  0.0518
H 1.50 -4.15 -2.87  0.0713
H 2.05 -3.65 -1.27  0.0199
S 1.73 -2.43 1.05  0.7521
C 1.12 -3.90 1.47  -0.8280
N -0.16 -4.21 1.77  0.0245
C -0.37 -5.64 1.82  -0.1546
C 1.05 -6.15 2.08  -0.1670
N 1.84 -5.07 1.50  0.0017
H -0.89 -3.53 1.51  0.0987
H -0.77 -6.03 0.87  0.1168
H -1.05 -5.91 2.62  0.1099
H 1.25 -7.10 1.59  0.1081
H 1.24 -6.25 3.16  0.1118
H 2.83 -4.99 1.68  0.1213

F_max (eV/Å): 1.38
Total charge: -1
2S+1: 5
DFT total energy (Ha): -4306.76874